26
Properties=species:S:1:pos:R:3:forces:R:3 method="wB97M-V/def2-TZVPD" orbital_gap_ev=8.736 homo_ev=-11.492 total_energy_ha=-552.396049 total_charge=+1
C -0.5000 -2.9679 -0.2086 -1.4 0.2 5.7
N -0.1875 -1.5431 -0.0973 2.2 -1.4 -0.1
C 0.2054 -0.9323 -1.3903 -1.6 2.1 -0.5
C -1.1676 -0.7380 0.6450 1.3 0.3 1.1
C -0.5575 0.5718 0.9392 0.3 2.3 -0.7
C -1.4247 1.7037 0.4888 1.7 1.2 -0.1
C -0.9225 2.8327 -0.0975 -0.6 -0.8 0.2
N 0.4031 2.8713 -0.5115 -1.6 1.6 0.9
C 1.3940 2.3985 -0.9335 0.3 -0.5 -0.7
N 2.3574 1.7558 -1.2750 0.7 -0.7 0.3
C 0.6772 0.8026 1.4424 -2.5 1.0 0.1
O 1.3907 -0.2669 1.8422 1.1 -0.1 0.4
H -1.3873 -3.1724 -0.6423 -3.1 0.0 -1.8
H 0.1630 -3.6084 -0.6220 2.9 -1.2 -1.4
H -0.6889 -3.3374 0.9014 0.6 0.6 -2.1
H 0.6829 -1.5881 0.4961 -0.9 0.8 -0.5
H 0.1612 0.1918 -1.2427 0.6 -1.5 -0.2
H 1.1750 -1.2728 -1.6898 0.4 -0.1 -0.2
H -0.5760 -1.1270 -2.1542 0.5 -0.3 0.5
H -2.0397 -0.5628 0.0846 -1.1 -0.4 -0.9
H -1.3772 -1.1829 1.5930 -0.4 -1.0 0.4
H -2.4677 1.5901 0.7197 -0.4 0.4 0.1
H -1.5058 3.7653 -0.2688 0.5 -1.0 0.0
H 3.0740 1.9451 -1.9393 0.2 0.4 -0.3
H 0.9174 1.8977 1.6013 0.6 -1.8 0.1
H 2.2012 -0.0267 2.3192 -0.3 0.0 -0.2



186
Properties=species:S:1:pos:R:3:forces:R:3 method="wB97M-V/def2-TZVPD" orbital_gap_ev=8.170 homo_ev=-7.957 total_energy_ha=-3189.853314 total_charge=0
C -8.0730 6.4761 -13.4616 0.6 -0.2 0.4
O -7.1668 7.1675 -12.5417 -0.8 -0.6 -1.4
H -8.1827 6.8870 -14.4652 0.2 0.8 0.1
H -7.6426 5.4966 -13.6697 -0.1 -0.1 0.5
H -9.0746 6.3757 -13.0435 0.0 -0.1 0.2
H -7.3948 8.0986 -12.5930 0.0 0.3 0.1
C -5.1198 12.9962 -19.1069 -1.4 0.3 -0.6
O -3.7444 12.8807 -19.0494 1.1 0.0 0.2
H -5.4532 12.8606 -20.1358 -0.3 -0.3 -0.2
H -5.6334 12.2921 -18.4523 -0.1 -0.1 0.1
H -5.4648 14.0048 -18.8798 0.4 0.1 0.4
H -3.5482 11.9980 -19.3718 0.3 0.0 0.1
C -6.0991 13.1708 -11.4534 0.0 -0.4 1.0
O -5.3259 13.9815 -12.3204 -0.2 -0.3 0.1
H -5.7406 12.1474 -11.3426 0.3 -0.1 -0.5
H -6.0351 13.5302 -10.4264 -0.4 0.5 0.1
H -7.1306 13.1083 -11.8002 0.1 0.2 -0.1
H -4.5034 14.1866 -11.8698 0.2 0.0 -0.2
C -9.1139 17.0708 -10.9047 -0.9 -0.2 -1.5
O -9.3673 17.7438 -12.1640 0.2 -0.2 0.4
H -8.8363 16.0614 -11.2081 0.5 0.1 0.2
H -8.3344 17.5832 -10.3408 -0.2 -0.2 0.3
H -10.0886 16.9279 -10.4383 0.3 0.3 0.8
H -9.6557 18.6411 -11.9816 0.0 0.1 0.0
O -7.0707 16.9523 -13.6166 0.3 -0.3 -0.4
H -6.6274 17.1331 -12.7878 0.2 0.1 0.1
H -8.0009 16.9314 -13.3918 -0.4 0.3 0.1
O -3.0789 9.8803 -13.9063 0.4 0.7 0.4
H -3.4611 9.0866 -14.2809 -0.5 -0.2 -0.3
H -2.2760 9.5815 -13.4793 0.2 0.1 0.1
O -4.2718 7.8232 -15.0439 0.0 -0.3 -0.4
H -3.6522 7.1654 -14.7284 0.2 -0.4 0.0
H -5.1328 7.4659 -14.8263 -0.4 0.0 0.2
O -4.3439 16.0837 -13.8567 0.6 0.2 0.1
H -4.7448 16.4500 -14.6450 -0.2 0.1 -0.1
H -4.9475 15.3950 -13.5783 -0.3 -0.2 0.0
C -6.8297 5.7877 -17.0622 0.5 0.3 -0.9
C -7.7531 6.2239 -18.2636 -0.8 0.1 0.1
C -9.2807 6.2873 -17.7526 0.5 0.4 -0.7
C -10.2034 7.0410 -18.7362 0.1 0.3 0.5
C -9.6691 8.4335 -19.1307 0.6 -1.3 0.1
C -8.2348 8.3827 -19.7139 -0.8 -0.1 -0.6
N -7.3625 7.5823 -18.8259 -4.0 -1.0 2.5
O -6.0602 7.5634 -19.1097 2.7 0.3 -1.1
C -8.3174 7.9028 -21.1789 0.1 -0.4 -0.1
C -7.7852 9.8258 -19.6833 0.9 0.8 0.1
C -7.6529 5.1089 -19.3378 -0.6 0.1 -0.1
H -6.6748 6.5105 -16.2611 -0.9 0.1 0.2
H -5.7912 5.6040 -17.3378 0.1 0.1 -0.8
H -7.0974 4.7871 -16.7226 -0.6 0.3 0.4
H -9.7050 5.2907 -17.6306 0.4 -0.3 -0.2
H -9.4178 6.7044 -16.7550 0.7 0.5 0.1
H -11.1632 7.2504 -18.2640 -0.2 -0.4 0.2
H -10.4187 6.3376 -19.5406 0.1 0.5 -0.5
H -9.6533 9.0774 -18.2513 0.1 -0.2 0.3
H -10.3305 8.9485 -19.8274 0.0 -0.2 -0.3
H -8.9217 7.0042 -21.3032 -0.3 0.1 0.2
H -8.7554 8.6863 -21.7972 0.0 0.0 0.0
H -7.3621 7.6230 -21.6229 0.3 0.3 0.2
H -6.7494 9.9012 -20.0143 0.2 0.1 0.4
H -8.2920 10.5591 -20.3106 -0.6 -0.6 -0.5
H -7.9613 10.2405 -18.6907 0.7 -0.1 0.2
H -8.2907 5.3802 -20.1792 -0.1 -0.1 0.0
H -8.0397 4.1759 -18.9280 0.0 -0.1 0.1
H -6.6820 4.8838 -19.7791 0.3 0.4 0.4
H -5.6839 7.8450 -18.2726 0.7 0.2 -0.1
C -13.1060 18.7186 -19.3329 0.2 0.1 0.1
C -12.6856 19.1582 -17.9153 1.0 1.2 0.6
C -13.4227 18.3201 -16.8283 0.8 -0.4 -0.4
C -12.7373 16.9601 -16.4467 0.2 0.7 0.3
C -11.2334 17.1638 -16.1368 -1.0 0.5 0.6
C -10.4163 17.8573 -17.2195 -1.4 -0.3 -0.3
N -11.1792 19.0690 -17.6757 -0.4 0.6 1.6
O -10.4239 19.8857 -18.5722 -0.7 -1.2 0.3
C -9.0414 18.2347 -16.5921 0.3 -0.1 -1.2
C -10.4051 16.7921 -18.3508 1.1 0.8 -0.1
C -13.0653 20.6999 -17.6679 0.1 -0.4 0.1
H -12.4397 19.2125 -20.0401 0.0 -0.3 -0.2
H -14.1221 18.9743 -19.6336 -0.1 0.5 0.4
H -13.1068 17.6351 -19.4522 0.5 -0.1 0.0
H -13.5228 18.9262 -15.9279 0.1 0.0 0.0
H -14.4174 18.1688 -17.2476 -0.2 -0.2 0.3
H -12.9678 16.1450 -17.1325 0.2 0.2 -0.3
H -13.1232 16.6248 -15.4839 -0.5 0.0 0.0
H -10.7369 16.2387 -15.8442 -0.1 -0.2 -0.3
H -11.2376 17.7316 -15.2064 0.2 0.5 0.0
H -9.1103 18.9884 -15.8078 -0.3 0.0 -0.2
H -8.4560 17.4081 -16.1894 -0.7 -0.6 0.3
H -8.3306 18.5691 -17.3478 -0.3 0.6 -0.2
H -9.8667 17.1617 -19.2235 0.5 -0.1 0.0
H -9.9184 15.9085 -17.9379 0.0 -0.2 -0.5
H -11.3907 16.5716 -18.7606 -0.1 -0.1 0.6
H -12.8158 21.0592 -16.6696 -0.2 -0.8 0.5
H -14.1287 20.8735 -17.8325 -0.2 -0.2 0.0
H -12.5600 21.5028 -18.2047 0.3 -0.7 -1.0
H -10.3739 19.2731 -19.3097 0.5 0.3 -0.9
C -6.4103 10.6067 -13.8196 -0.8 0.2 0.4
C -7.8458 10.9612 -14.3923 0.3 0.3 0.3
C -8.9368 10.1102 -13.5730 0.5 0.6 -1.4
C -10.3754 10.5912 -13.7422 0.3 0.3 0.6
C -10.4384 12.0542 -13.3580 0.0 -0.7 -1.7
C -9.4799 13.0151 -14.2055 -0.1 -1.1 2.3
N -8.0956 12.4355 -14.0881 -0.3 0.4 1.0
O -7.1002 13.3833 -14.6287 -1.5 -1.7 -0.4
C -9.9530 13.3061 -15.6378 -0.7 -0.4 1.2
C -9.6434 14.2580 -13.2967 1.0 0.8 -1.6
C -7.9652 10.6815 -15.9117 -0.3 -0.2 0.7
H -6.1868 9.5434 -13.7339 -0.3 -0.3 -0.8
H -6.3562 10.8680 -12.7628 -0.3 0.5 0.0
H -5.5563 11.0880 -14.2961 -0.3 0.0 -0.3
H -8.9812 9.0781 -13.9207 0.7 -0.2 -0.2
H -8.6639 10.0984 -12.5177 0.0 0.2 0.1
H -10.9614 10.0501 -12.9993 -0.3 -0.2 -0.1
H -10.8354 10.3936 -14.7104 0.3 -0.1 -0.2
H -10.2442 12.0266 -12.2858 0.4 0.8 0.0
H -11.4648 12.3888 -13.5084 -0.1 0.3 0.1
H -9.1218 13.6143 -16.2719 -0.2 -0.1 0.0
H -10.5134 12.4367 -15.9815 0.4 -0.1 -0.6
H -10.7218 14.0733 -15.5461 0.2 0.3 -0.3
H -9.2244 15.1052 -13.8396 0.5 0.3 0.3
H -10.6947 14.5338 -13.2145 -0.1 -0.4 0.3
H -9.1518 14.1196 -12.3337 -0.2 0.0 -0.1
H -8.9979 10.4280 -16.1513 -0.2 0.2 -0.1
H -7.4088 9.7934 -16.2115 0.4 0.1 -0.1
H -7.6889 11.5723 -16.4759 0.3 -0.2 -0.1
H -6.6170 13.6716 -13.8509 0.2 0.0 0.2
C -14.3003 14.4174 -12.5952 -0.4 -0.2 0.2
C -15.0972 13.2720 -11.9133 -0.1 -1.4 0.0
C -14.8410 13.3520 -10.3985 -0.2 -0.6 0.2
C -15.8296 12.5085 -9.5089 0.0 0.5 -1.0
C -17.2328 12.9908 -9.8235 0.0 -0.4 -0.2
C -17.6084 12.8914 -11.3265 0.9 -0.1 0.1
N -16.5095 13.5531 -12.1089 -1.3 0.7 0.4
O -16.8580 13.6829 -13.5128 0.4 -0.4 1.1
C -17.7943 11.3953 -11.6970 -0.2 0.3 -0.2
C -18.9116 13.6612 -11.4816 0.1 0.6 0.1
C -14.6685 11.8761 -12.4679 0.3 0.4 -0.3
H -14.7377 15.3852 -12.3499 -0.4 0.0 0.1
H -14.3409 14.3069 -13.6788 0.3 0.0 0.0
H -13.2818 14.5199 -12.2207 0.2 -0.5 -0.2
H -13.7993 13.0606 -10.2638 0.1 0.1 0.2
H -14.9330 14.4304 -10.2698 -0.1 0.0 1.0
H -15.6997 12.5043 -8.4266 0.5 0.7 0.0
H -15.8278 11.4350 -9.6983 0.6 -0.1 -0.6
H -17.3593 14.0050 -9.4447 -0.1 0.1 -0.1
H -17.9136 12.3191 -9.3006 -0.4 0.2 0.1
H -18.8331 11.0692 -11.6456 -0.1 0.2 0.2
H -17.4956 11.2265 -12.7316 0.2 -0.1 0.1
H -17.2288 10.7727 -11.0038 0.1 -0.2 -0.3
H -18.8244 14.6865 -11.1222 0.5 0.2 -0.2
H -19.2658 13.7168 -12.5110 -0.2 -0.4 0.1
H -19.6397 13.2714 -10.7703 -0.3 -0.5 -0.4
H -15.1609 10.9896 -12.0684 -0.3 0.4 0.3
H -13.6093 11.6954 -12.2844 0.2 0.2 -0.1
H -14.8399 11.8520 -13.5441 0.1 0.0 -0.1
H -16.8623 14.6424 -13.5416 -0.2 0.1 -0.5
C -11.3639 4.0289 -7.7203 -0.6 -0.5 -1.7
C -10.3269 5.1290 -7.7640 1.2 0.7 2.7
C -8.9154 4.5021 -8.0735 -0.4 0.9 -0.1
C -7.8833 5.5208 -8.4238 0.9 2.0 -1.1
C -8.3442 6.4743 -9.5396 -1.0 -0.2 0.1
C -9.6946 7.2171 -9.2128 1.7 -0.8 1.4
N -10.6580 6.2140 -8.6831 0.3 -1.1 -2.5
O -11.9948 6.6895 -8.5947 1.3 0.0 0.4
C -9.4395 8.2941 -8.1599 0.2 0.6 0.4
C -10.1803 7.9267 -10.4461 -0.7 -1.0 -0.7
C -10.3165 5.6650 -6.2687 0.2 0.2 -0.5
H -11.0674 3.0804 -7.2724 0.4 0.4 0.7
H -11.5099 3.7091 -8.7520 -0.4 0.1 -0.3
H -12.3257 4.3558 -7.3253 0.1 0.0 0.0
H -8.4702 4.0076 -7.2102 -0.8 -0.5 0.1
H -8.9506 3.8341 -8.9342 -0.4 -0.3 0.1
H -6.9668 5.0540 -8.7848 0.0 -0.3 0.0
H -7.5287 6.1522 -7.6091 -0.3 -0.2 0.5
H -8.4566 5.8942 -10.4556 -0.3 -0.1 -0.1
H -7.6084 7.2295 -9.8161 0.1 0.1 0.3
H -8.9179 7.9871 -7.2534 -0.3 -0.4 0.0
H -8.8363 9.1299 -8.5143 0.0 0.0 -0.5
H -10.4096 8.7289 -7.9190 0.0 0.2 0.4
H -9.3798 8.3458 -11.0558 0.2 0.4 0.5
H -10.5781 7.1408 -11.0882 -0.5 0.1 -0.1
H -10.9489 8.6579 -10.1957 0.0 0.0 -0.3
H -11.2401 6.2005 -6.0491 -0.4 -0.4 0.0
H -9.5790 6.4296 -6.0246 0.5 -0.4 -0.2
H -10.2034 4.8020 -5.6126 -0.1 0.2 0.2
H -11.8562 7.3702 -7.9321 -0.9 0.5 0.4



9
Properties=species:S:1:pos:R:3:forces:R:3 method="wB97M-V/def2-TZVPD" orbital_gap_ev="9.335 / 8.066" s_squared=2.029 spin_multiplicity=3 homo_ev="-8.459 / -10.389" total_energy_ha=-358.243444 total_charge=0
C -0.5889 0.1648 -0.1519 -2.2 3.8 0.6
C 0.5229 0.2907 -0.9340 1.9 3.4 -0.8
N -0.3091 2.1574 -2.7586 1.2 -0.4 0.9
O 0.2756 2.6908 -3.6212 -0.9 0.7 -1.2
O -1.3763 1.8755 -2.3491 -1.6 0.7 -1.1
O 1.1163 1.3626 -1.3375 -0.6 -3.2 2.0
H -0.7973 -0.7376 0.2737 -0.5 -2.5 0.9
H -1.3117 0.9844 0.1007 1.1 -0.7 -0.3
H 0.8603 -0.6664 -1.1487 1.8 -1.8 -1.0



69
Properties=species:S:1:pos:R:3:forces:R:3 method="wB97M-V/def2-TZVPD" orbital_gap_ev="6.311 / 5.783" s_squared=0.837 spin_multiplicity=2 homo_ev="-10.143 / -10.076" total_energy_ha=-3474.645939 total_charge=+1
V -1.1483 -1.0525 0.8068 2.1 -0.9 -1.3
C -0.7847 -3.4108 4.1644 -0.6 -1.6 -0.4
C -0.4718 -3.2074 2.7450 0.8 0.8 -0.5
O -1.2707 -2.3814 2.1853 -0.4 0.4 -0.8
C 0.6329 -3.7485 2.0669 -3.4 2.6 -2.5
C 0.9634 -3.3685 0.7643 -1.0 3.4 -0.4
C 2.3256 -3.6530 0.3572 1.1 -2.0 -2.0
N 0.2861 -2.3541 0.0407 -2.1 -1.0 4.3
N 0.7506 -1.9956 -1.1036 2.9 -2.0 -0.9
C 0.0852 -1.0531 -1.6371 0.4 1.0 -0.6
O -0.9560 -0.5878 -1.0931 -2.2 0.2 2.0
C 0.5502 -0.5019 -2.8743 -0.1 0.4 -0.3
C 1.8784 -0.6234 -3.2348 1.0 -0.2 -0.8
C 2.2589 -0.2140 -4.5137 0.7 -0.2 0.8
C 1.3379 0.3443 -5.3750 -0.6 0.7 -0.7
C 0.0141 0.5977 -4.9410 0.5 -0.4 1.1
C -0.3861 0.1578 -3.6553 0.9 0.0 -1.9
H -0.0336 -4.0160 4.6440 0.1 -0.1 0.4
H -1.7335 -3.9747 4.0989 0.3 0.0 0.5
H -1.0023 -2.4899 4.6603 0.1 0.6 0.3
H 1.3033 -4.3699 2.4599 2.2 -2.4 2.1
H 2.6163 -4.5776 0.8246 0.5 -0.2 0.5
H 3.0178 -2.8751 0.6117 0.2 0.6 0.4
H 2.5270 -3.8514 -0.7140 -0.7 0.4 0.4
H 2.6570 -1.0551 -2.5818 -0.8 0.2 -0.2
H 3.3240 -0.2968 -4.7690 -0.6 0.0 -0.2
H 1.6894 0.6105 -6.3949 -0.5 0.0 0.8
H -0.6834 1.1793 -5.5207 0.0 -0.2 -0.4
H -1.4044 0.1949 -3.3001 -0.1 0.4 -0.1
N -5.3516 -1.0343 0.2828 -0.1 -0.4 0.1
C -5.2196 -1.8692 -0.7886 -0.5 -1.5 -1.5
C -6.1866 -2.4128 -1.6539 0.8 1.3 0.9
C -5.7072 -3.1101 -2.7121 -1.9 -0.3 -1.0
C -4.3906 -3.4165 -2.8849 2.3 -2.1 -2.0
C -3.4196 -3.0324 -2.0334 1.5 1.1 2.2
C -3.8840 -2.2282 -0.9573 0.7 0.9 1.1
N -3.2020 -1.6003 0.1088 -0.1 1.3 1.3
C -4.1010 -0.9075 0.8209 -1.0 -0.1 -1.1
C -3.8314 0.0635 1.8899 1.9 -2.1 -1.9
C -4.6051 0.6163 2.7980 -1.1 0.9 1.7
S -3.6857 1.6113 3.8442 -0.2 0.5 -0.6
C -2.3433 1.3287 2.8592 2.1 -0.6 1.2
N -2.4869 0.3901 1.9617 -0.3 0.7 -0.3
H -6.2723 -0.6660 0.5431 1.0 0.0 0.2
H -7.2012 -2.1550 -1.4837 -0.9 0.0 -0.2
H -6.3597 -3.4328 -3.5128 -0.3 -0.1 0.3
H -4.0578 -4.0901 -3.7232 -0.7 0.9 0.7
H -2.3252 -3.2803 -2.0921 -1.4 0.2 -0.1
H -5.6417 0.5331 3.0103 -0.7 -0.3 -0.2
H -1.3579 1.7145 3.1808 -0.6 -0.2 -0.6
C 6.4456 7.0631 0.2045 0.3 0.6 -1.2
C 5.4600 5.9802 0.3104 -0.6 -0.2 0.0
O 5.0845 5.3885 -0.6572 -0.5 -0.6 0.2
S 4.9022 5.7087 2.0252 -0.2 -0.1 -0.4
C 3.7683 4.3464 1.8481 -0.3 -0.5 1.0
C 3.9381 3.2307 2.7329 0.6 -0.3 -2.7
C 3.1923 2.0508 2.4350 0.1 2.4 1.0
C 2.1733 2.1090 1.4818 0.1 -0.4 0.5
C 1.9416 3.2605 0.7465 -0.8 0.1 -0.7
C 2.6945 4.3943 0.9408 1.0 -0.7 0.1
C 1.2588 1.0208 1.3496 1.1 1.0 0.2
C 0.4208 0.1635 1.3479 -2.3 -1.8 -0.3
H 7.4167 6.6427 0.3161 0.9 -0.4 0.4
H 6.3038 7.8507 0.9016 -0.1 0.7 0.7
H 6.4492 7.4501 -0.8261 -0.3 -0.1 0.4
H 4.8928 3.2001 3.2997 -1.1 0.0 0.1
H 3.2768 1.2312 3.1114 0.2 -0.7 0.0
H 1.1343 3.2528 -0.0141 0.6 0.0 0.6
H 2.5333 5.2074 0.2670 0.1 0.6 0.0



20
Properties=species:S:1:pos:R:3:forces:R:3 method="wB97M-V/def2-TZVPD" orbital_gap_ev=9.747 smiles=CNCO.O.O.O homo_ev=-9.217 total_energy_ha=-439.690030 total_charge=0
C -0.3435 -1.0384 -0.9371 0.9 0.4 -1.8
N 0.2360 -2.0614 -0.1123 -0.4 -0.1 1.4
C 0.4168 -1.7245 1.2710 -0.4 -1.4 -0.2
O 1.6455 -1.0949 1.5930 0.1 0.5 0.1
H -1.3088 -0.6154 -0.6657 0.0 -0.5 0.8
H -0.5282 -1.4653 -1.9268 0.0 0.1 0.0
H 0.3281 -0.1827 -1.1089 -0.1 0.0 0.1
H 1.0609 -2.5345 -0.4613 -0.3 0.2 -0.4
H -0.4046 -1.0982 1.5685 -0.2 0.6 0.1
H 0.3014 -2.6350 1.8732 0.3 0.1 0.0
H 2.2938 -1.7348 1.8888 0.0 -0.1 0.0
O -0.9633 2.1837 0.0498 -1.4 -0.2 -0.5
H -0.4588 2.9809 -0.0971 0.6 -0.2 0.3
H -0.4791 1.5040 0.5149 0.8 0.4 0.2
O 1.8019 1.6458 1.2489 -0.4 0.6 0.3
H 1.7714 0.7085 1.4821 0.3 -0.3 -0.3
H 2.1044 1.7432 0.3446 0.1 -0.4 0.0
O -2.3006 1.6341 -2.4414 0.2 -0.3 -0.4
H -3.1529 2.0535 -2.5626 -0.1 0.1 0.3
H -2.0203 1.7315 -1.5213 -0.1 0.3 0.1



13
Properties=species:S:1:pos:R:3:forces:R:3 method="wB97M-V/def2-TZVPD" orbital_gap_ev=9.935 homo_ev=-14.133 total_energy_ha=-905.481990 total_charge=+1
K 23.2812 0.8302 -5.5195 0.1 0.0 0.0
O 28.3599 1.7464 -4.7033 -0.4 -0.1 -0.1
H 29.0304 1.8678 -5.3755 0.2 0.0 -0.2
H 28.8466 1.7288 -3.8792 0.1 0.0 0.2
O 26.0407 0.4769 -10.0234 -0.3 -0.1 0.3
H 26.9797 0.2970 -10.0714 0.3 -0.1 -0.1
H 25.9553 1.3853 -10.3127 0.0 0.2 -0.2
O 22.2973 4.2981 -1.8721 -0.1 -0.2 -0.4
H 22.5029 4.9883 -1.2415 0.0 0.3 0.1
H 22.5613 3.4881 -1.4359 0.1 -0.2 0.2
O 24.7789 0.1699 -0.3142 -0.1 0.1 -0.3
H 24.1013 0.0021 0.3407 -0.2 -0.1 0.2
H 25.6001 0.1388 0.1767 0.3 0.0 0.1